55
Properties=species:S:1:pos:R:3:lowdin_charge:R:1 method="wB97M-V/def2-TZVPD" charge=+1 gap_ev=5.835 e_lumo_ev=-3.9
Pt 1.31184 -0.46578 0.02797 1.160
C 3.88048 -0.71716 -3.40248 -0.019
C 4.77248 0.31615 -3.18121 -0.020
C 4.65115 1.08124 -2.03009 0.014
C 3.63612 0.81149 -1.13364 -0.171
N 2.75203 -0.20684 -1.36655 -0.085
C 2.88548 -0.95089 -2.47040 -0.079
C 3.44207 1.57258 0.12684 -0.185
C 4.09783 2.72000 0.55364 0.028
C 3.70972 3.27085 1.77155 -0.012
C 2.65521 2.72728 2.50430 0.028
C 2.02062 1.60711 1.99173 -0.183
N 2.48161 1.05584 0.87934 -0.002
C 0.79417 0.92966 2.49583 -0.175
C -0.02957 1.48943 3.44909 0.017
C -1.18152 0.81384 3.83214 -0.011
C -1.46524 -0.41368 3.26556 -0.007
C -0.60475 -0.91684 2.30639 -0.082
N 0.49116 -0.26216 1.90981 -0.046
H 3.93989 -1.33833 -4.28398 0.121
H 5.56292 0.52374 -3.88925 0.123
H 5.35679 1.87281 -1.82461 0.120
H 2.16123 -1.74377 -2.59203 0.123
H 4.87870 3.18188 -0.03273 0.119
H 4.21455 4.15285 2.14054 0.122
H 2.34637 3.17292 3.43877 0.121
H 0.20945 2.45169 3.87786 0.120
H -1.84776 1.25069 4.56351 0.125
H -2.34809 -0.97256 3.53856 0.124
H -0.79789 -1.86174 1.82030 0.110
C -5.45202 1.33625 0.29427 -0.088
C -4.53857 2.36246 0.11876 -0.083
C -3.22145 2.07084 -0.20142 -0.052
C -2.78357 0.75258 -0.35522 -0.218
C -3.71820 -0.27182 -0.17573 -0.042
C -5.03423 0.01969 0.14187 -0.077
C -1.33964 0.54951 -0.60894 -0.108
C -0.62132 -0.57729 -0.70107 -0.261
C -1.03063 -1.96740 -1.04511 -0.290
C -1.95106 -2.29292 -2.03774 -0.047
C -2.12192 -3.61739 -2.42580 -0.068
C -1.36640 -4.62538 -1.84261 -0.082
C -0.43875 -4.30638 -0.85521 -0.072
C -0.29349 -2.98653 -0.46612 -0.121
H -6.48092 1.55626 0.54643 0.104
H -4.85116 3.39316 0.22719 0.105
H -2.51253 2.87943 -0.34031 0.107
H -3.42045 -1.30661 -0.27630 0.098
H -5.74255 -0.78904 0.26948 0.106
H -0.77811 1.48275 -0.60255 0.087
H -2.51649 -1.50497 -2.52026 0.122
H -2.84047 -3.85949 -3.19810 0.108
H -1.49401 -5.65180 -2.16027 0.105
H 0.16400 -5.08005 -0.39730 0.106
H 0.40686 -2.71818 0.32532 0.065